CH5PS2 | the ωB97M-V functional and the def2-TZVPD basis

```
9
Properties=species:S:1:pos:R:3:forces:R:3:mulliken_charge:R:1
H -1.2320 0.1494 0.9187 -0.7 0.1 -0.3 0.25
S 0.9005 2.8781 1.3862 -0.3 -1.7 0.6 -0.27
H 1.0844 -0.0776 -3.1304 -1.2 0.4 0.4 0.12
H -1.8882 1.6834 1.7317 -0.1 0.3 -0.5 0.30
S 2.2505 -0.4590 -3.5448 1.6 0.3 0.1 -0.26
C -1.3071 0.7823 1.8079 1.0 -0.9 1.1 -0.79
H -1.7047 0.1473 2.6366 0.4 0.4 -0.6 0.30
H 1.7554 -1.4426 -4.2466 -0.4 -0.7 -0.5 0.14
P 0.5311 1.0343 2.0077 -0.2 1.9 -0.4 0.21
```
Positions in Å, forces in eV/Å.

Summary:
- HOMO level: -8.7778 eV
- HOMO-LUMO gap: 7.530 eV
- Lowest unoccupied orbital energy: -1.248 eV
- ΔE to the lowest compared entry with this formula, charge and spin: 33.0 kcal per mole

=====

C31H41N4OPdS2Te | the ωB97M-V functional and the def2-TZVPD basis

```
81
Properties=species:S:1:pos:R:3:forces:R:3:mulliken_charge:R:1
C 2.7597 3.3263 3.6926 -0.1 0.1 0.1 1.36
C 2.5028 4.4896 -1.8144 0.0 0.0 0.0 -0.68
C 3.3030 4.0963 -2.8815 0.0 0.0 0.0 0.70
S 0.1286 -0.9387 2.2596 0.4 0.0 -0.2 -0.32
H 1.8722 -3.4763 0.3507 0.0 0.0 0.0 0.11
Pd 0.7109 0.0305 0.1708 -0.6 -0.7 -0.5 0.59
C 4.1478 5.2152 4.3326 0.0 0.0 0.0 0.71
C 4.0955 2.2300 -1.5348 0.0 0.0 0.0 0.58
H 2.3664 4.6073 5.3573 0.0 0.0 0.0 0.36
C 2.8011 -3.0179 0.0056 -0.1 0.0 0.0 -1.03
N 0.8789 0.1689 -1.9888 0.3 0.1 0.1 -0.20
H -1.7914 -6.6255 2.3750 0.0 0.0 0.0 0.38
C -1.2629 -3.9953 0.2581 0.0 -0.1 -0.1 -0.41
C -0.7469 1.9177 -2.6710 0.1 -0.1 0.1 -1.01
C 2.4620 3.7785 -0.6225 0.0 0.0 0.0 0.48
H 3.9729 4.4266 -4.8993 0.0 0.0 0.0 0.40
O 3.4617 -1.6694 1.8635 0.1 0.0 0.1 -0.58
H 5.8925 5.5130 3.1350 0.0 0.0 0.0 0.34
H 5.4708 4.0465 0.4040 0.0 0.0 0.0 0.26
H -0.9081 2.6632 -3.4512 0.0 0.0 0.0 0.40
H 2.7441 -2.8926 -1.0745 0.0 0.0 0.0 0.27
H -1.6396 -0.2384 -0.5610 -0.1 0.0 0.0 0.24
C -1.3114 -4.7420 1.4429 0.0 0.0 0.0 0.94
H 0.8215 1.0561 -3.9018 -0.1 0.0 0.0 0.41
N 2.6352 -0.6110 -0.0176 -0.6 -0.3 0.0 -0.23
H 0.8570 2.4792 3.1202 0.0 0.0 0.0 0.11
H 5.3382 6.8875 4.9790 0.0 0.0 0.0 0.36
H 4.7445 2.6604 -3.5263 0.0 0.0 0.0 0.34
C 3.6220 3.0668 2.6226 -0.1 -0.3 -0.2 -0.57
C 1.5889 4.3097 0.4815 0.0 0.0 0.0 -1.78
C 3.2519 2.6198 -0.4853 -0.1 -0.1 -0.1 1.24
C 5.7588 3.5525 1.3348 0.0 0.0 0.0 -1.56
H -2.5114 -7.6470 0.2451 0.0 0.0 0.0 0.37
C -2.1604 -6.6239 0.2597 0.0 0.0 0.0 -0.44
H 4.4992 6.0477 6.2846 0.0 0.0 0.0 0.35
H 1.3901 2.0915 -2.5898 0.0 0.0 0.0 -0.18
H 3.6019 7.1049 5.2037 0.0 0.0 0.0 0.32
H -1.6236 -4.0127 -1.8576 0.0 0.0 0.0 0.40
H 6.0125 1.3569 -1.8913 0.0 0.0 0.0 0.55
H 6.7475 3.9151 1.6156 0.0 0.0 0.0 0.53
H 1.0700 3.5034 1.0067 0.0 0.0 0.0 0.02
H 0.8509 5.0051 0.0814 0.0 0.0 0.0 0.52
C 3.3133 4.8826 -4.1623 0.0 0.0 0.0 -1.69
C 5.0490 1.0656 -1.4690 0.0 0.0 0.0 -2.16
N -0.7945 -2.6987 0.3881 0.0 0.2 0.1 -0.02
C 0.6498 1.3360 -2.8575 -0.1 0.1 0.0 -0.07
C -2.1133 -5.8908 -0.9293 0.0 0.0 0.0 -0.57
H 1.8152 1.4375 4.1518 0.0 0.0 0.0 0.31
C -1.8680 1.8206 -0.3404 0.0 0.1 0.0 -1.28
H 0.3432 -0.6346 -2.3067 0.0 0.0 0.0 0.16
H -2.4285 -6.3563 -1.8538 0.0 0.0 0.0 0.37
H 5.8282 2.4822 1.1286 0.0 0.1 0.0 0.18
C 5.0034 4.9098 3.2881 0.0 0.0 0.0 -0.96
C 1.5461 2.4802 3.9684 0.0 0.0 0.0 -1.46
N -1.3430 0.5026 0.0707 0.1 -0.2 0.0 -0.37
H 1.8889 5.3792 -1.9118 0.0 0.0 0.0 0.42
H -2.0085 2.4161 0.5629 0.0 0.0 0.0 0.46
H 2.1845 4.8364 1.2283 0.0 0.0 0.0 0.40
H 1.8597 -0.1078 -2.0129 0.0 0.0 -0.1 0.19
C 4.0918 2.9724 -2.7174 0.0 0.0 0.0 -0.80
H -1.4965 1.1366 -2.8452 0.0 0.0 0.0 0.38
C 4.7671 3.8327 2.4319 0.1 0.1 -0.1 1.21
C 4.4143 6.3775 5.2482 0.0 0.0 0.0 -1.59
H -1.2967 3.5822 -1.3801 0.0 0.0 0.0 0.56
S -0.7294 -3.7632 2.7483 0.0 0.0 0.1 -0.25
H 2.3129 4.9429 -4.5943 0.0 0.0 0.0 0.33
C 3.0356 4.4014 4.5281 0.0 0.0 0.0 -1.08
H -1.7025 0.2322 0.9839 0.0 0.0 0.0 0.34
C -0.4820 -2.4394 1.6252 -0.1 0.1 -0.1 0.23
H 3.6543 5.9046 -3.9904 0.0 0.0 0.0 0.34
C -0.9335 2.5578 -1.2830 0.1 -0.1 0.0 1.12
Te 3.1153 1.4378 1.2739 0.7 0.9 0.7 0.85
C 2.9952 -1.6953 0.7405 0.0 -0.2 -0.1 0.40
H 3.6285 -3.6747 0.2681 0.0 0.0 0.0 0.37
H 5.2031 0.7160 -0.4517 0.0 0.0 0.0 0.22
H 4.6756 0.2168 -2.0441 0.0 0.0 0.0 0.28
H 0.0430 2.6227 -0.7969 0.0 0.1 0.0 -1.17
H 1.0149 2.8500 4.8443 0.0 0.0 0.0 0.43
H -2.8530 1.6846 -0.7988 0.0 0.1 0.0 0.35
C -1.6673 -4.5841 -0.9397 0.0 0.0 0.0 -0.50
C -1.7592 -6.0575 1.4551 0.0 0.0 0.0 -0.61
```
Positions in Å, forces in eV/Å.

Summary:
- HOMO level (spin up / spin down): -7.0829 / -7.0271 eV
- HOMO-LUMO gap (spin up / spin down): 7.095 / 6.543 eV
- Lowest unoccupied orbital energy (spin up / spin down): 0.012 / -0.484 eV
- ΔE to the lowest compared entry with this formula, charge and spin: 7.1 kcal per mole
- ⟨S²⟩: 0.77
- Multiplicity: 2

=====

C45H42BF7O4 | the ωB97M-V functional and the def2-TZVPD basis

```
99
Properties=species:S:1:pos:R:3:forces:R:3:mulliken_charge:R:1
C -8.2112 -1.7286 8.1406 0.3 -0.3 -0.2 -0.49
C -4.7374 -3.0841 13.9052 -0.1 0.0 0.0 -0.43
H 1.2818 3.3327 -7.2498 0.0 -0.1 -0.1 0.42
H -6.3547 -4.5825 8.0227 -0.1 0.2 -0.1 0.35
C -6.6481 -3.2266 6.3738 0.0 0.0 -0.1 -0.35
H 5.4300 2.0708 -7.0978 0.1 -0.2 0.2 0.63
H 0.8085 -2.2370 4.6149 0.0 0.0 -0.2 0.37
F 2.0440 -1.1382 -0.3177 0.3 -0.7 0.3 -0.29
C -4.4953 -1.8263 13.3509 -0.3 -0.3 0.0 -0.36
H -5.2904 -0.2459 12.1078 -0.1 -0.1 0.0 0.40
C 2.3172 -1.4624 3.2840 -0.3 -0.1 -0.2 -0.41
H -3.9793 -3.5602 14.5236 -0.1 0.1 -0.1 0.36
H 2.6413 1.6125 -1.3810 -1.1 -1.8 -1.5 0.32
C -1.3436 2.3755 -2.7768 1.3 -0.2 -1.0 -0.26
C -5.4655 -1.2193 12.5539 -0.1 0.0 0.0 -0.43
C 0.3192 0.9485 -9.4832 0.0 0.0 0.0 -0.45
H -0.2284 -2.1403 0.4369 0.1 0.0 0.1 0.38
F -7.0709 -1.6206 4.6994 -0.3 0.3 0.1 -0.24
C 10.4903 5.0772 -5.2004 -0.3 -0.1 -0.2 -0.29
B -2.0645 1.0209 -2.1025 -0.1 0.2 0.3 0.40
H -0.8240 -2.6871 2.7988 0.1 0.1 -0.1 0.38
C 2.1528 0.8468 -2.1542 1.6 0.5 1.6 -0.08
C -6.5121 -1.4065 1.4155 0.4 -0.1 -0.2 -0.65
H 8.9816 4.3026 -3.8695 0.0 0.0 -0.2 0.36
C -6.6724 -1.8719 12.3288 0.8 -0.5 0.6 0.28
O 1.2391 1.6430 -2.9901 -2.7 0.8 2.4 -0.24
C 5.1028 0.8823 -5.3303 0.0 0.0 0.1 -0.41
H 3.0474 0.4407 -2.8050 -2.3 0.8 1.1 -0.13
H -6.1352 -4.7167 14.0985 0.0 0.2 -0.1 0.35
C -7.2463 -2.0419 5.9589 -0.2 -0.4 1.3 0.46
H -7.8764 -3.6099 12.6930 0.1 0.1 0.0 0.43
C 1.7261 -1.4214 0.9525 -0.4 -0.4 1.5 0.35
H 7.5278 0.8924 -7.7151 -0.1 0.0 0.2 0.40
C 8.3203 4.2805 -5.9211 0.4 0.2 0.0 -0.20
C 0.4767 -1.9593 1.2415 0.1 0.0 -0.1 -0.36
H 7.3491 3.8525 -5.6856 0.2 0.1 -0.1 0.39
H -0.5714 0.4376 -9.8430 0.2 0.1 0.1 0.36
F -7.6067 -1.2863 11.5679 -0.2 0.1 -0.1 -0.31
C 9.2408 4.5324 -4.9008 0.0 0.0 -0.1 -0.60
H 1.6214 -0.0154 -1.5395 0.9 2.5 -2.1 0.23
C 2.5893 2.2525 -8.5637 -1.1 -0.6 -0.4 0.35
C 0.1472 -2.2590 2.5633 0.4 0.2 0.0 -0.23
H 3.6884 1.0539 -9.9630 -0.1 0.0 0.1 0.41
F 4.9262 -0.5068 -3.4328 -0.1 -0.1 0.3 -0.29
H -5.9960 -2.3105 3.3107 0.3 0.0 -0.5 0.55
H -7.7514 -3.2558 9.5910 0.0 0.1 -0.2 0.37
C 2.7099 1.2856 -9.5555 0.1 0.0 0.0 -0.29
C 1.3488 2.5770 -8.0255 0.1 0.1 0.0 -0.44
C -5.9505 -3.7353 13.6688 0.2 0.4 -0.1 -0.37
H -0.7688 2.1777 -8.0825 0.2 0.0 0.0 0.37
C -3.9060 -2.0536 0.6437 0.1 -0.1 0.1 -0.22
H 11.2035 5.2762 -4.4041 -0.1 0.0 -0.2 0.36
H 4.1793 1.3795 -5.0524 0.1 0.0 0.0 0.46
C -4.3644 -2.3662 1.9187 -0.8 0.6 -0.9 0.41
C 1.0676 -2.0071 3.5836 0.0 0.0 -0.1 -0.58
H -4.4148 -1.1768 -1.2587 0.0 -0.1 0.2 0.52
C -6.0629 -1.0931 0.1317 0.1 0.0 0.0 -0.51
H -2.8890 -2.3066 0.3623 -0.1 0.0 0.0 0.34
C -5.6604 -2.0515 2.3120 0.2 -0.2 0.1 -0.29
H 8.3853 -0.9528 -6.2916 -0.2 0.1 0.1 0.37
C 5.5959 -0.1466 -4.5357 0.6 0.3 -1.1 0.64
H -1.9265 3.3473 -2.4697 1.6 -1.8 -0.3 0.29
H -6.7281 -0.5937 -0.5695 0.1 -0.1 0.1 0.37
C -7.6089 -2.9146 8.5678 0.0 0.0 0.0 -0.33
F 3.6854 2.8817 -8.1196 0.2 0.3 0.0 -0.27
H 3.0304 -1.2634 4.0802 -0.1 0.0 -0.2 0.35
C -8.0240 -1.2877 6.8306 0.0 0.0 -0.1 -0.49
F -3.5444 -2.9806 2.7818 0.2 -0.2 0.2 -0.29
H -1.3121 2.3131 -3.9579 0.0 0.0 2.5 0.14
C -4.7611 -1.4185 -0.2569 -0.3 0.0 0.3 -0.56
O -2.3029 1.0693 -0.6469 -1.4 0.0 -3.1 -0.55
H -3.1970 1.4594 -0.4160 1.6 -0.7 -0.3 0.29
C 2.6505 -1.1732 1.9610 0.0 0.0 -0.1 -0.44
C 9.8992 5.1181 -7.5319 -0.3 -0.2 1.0 0.37
H 7.1389 -1.6054 -4.2293 -0.1 0.1 0.0 0.41
F 10.2171 5.4013 -8.8020 0.1 0.0 -0.2 -0.31
H -8.8238 -1.1502 8.8277 0.1 -0.1 -0.1 0.37
H 3.6207 -0.7577 1.7093 -0.1 0.0 0.0 0.41
H -1.4777 -0.6027 -3.1037 -1.8 0.9 -0.1 0.32
C 10.8237 5.3664 -6.5234 0.0 0.0 -0.1 -0.44
H -6.0501 -3.7998 5.6732 0.0 0.1 0.0 0.41
C -6.8259 -3.6620 7.6868 -0.2 0.4 0.0 -0.50
C 1.5694 0.6263 -10.0135 -0.1 0.3 0.3 -0.41
H 7.9447 4.3992 -8.0475 0.1 0.0 0.0 0.45
H 1.6550 -0.1376 -10.7826 0.0 0.2 0.1 0.35
C 0.2067 1.9257 -8.4912 0.4 -0.2 -0.2 -0.39
H -7.5244 -1.1485 1.7171 0.2 -0.1 0.0 0.37
C 0.2217 2.3452 -2.1916 0.2 2.8 4.7 0.46
C -6.9250 -3.1230 12.8807 0.0 0.0 -0.1 -0.26
C 7.4680 -0.4367 -6.0190 -0.4 0.3 0.0 -0.39
O 0.4203 2.9352 -1.0009 -0.5 -4.1 -7.4 -0.56
H -8.4772 -0.3649 6.4835 0.1 -0.1 0.0 0.39
H 11.7938 5.7818 -6.7751 -0.1 0.0 0.0 0.40
C 8.6498 4.5803 -7.2429 0.0 0.0 0.0 -0.49
C 6.9831 0.6002 -6.8198 0.0 -0.1 0.1 -0.79
H -3.5519 -1.3196 13.5397 -0.2 -0.1 -0.1 0.35
C 6.7731 -0.8080 -4.8679 0.0 0.0 0.1 -0.58
C 5.8033 1.2613 -6.4752 0.3 -0.3 0.1 -0.49
O -2.3557 -0.1052 -3.0108 2.4 0.9 2.4 -0.50
```
Positions in Å, forces in eV/Å.

Summary:
- HOMO level: -9.1249 eV
- HOMO-LUMO gap: 9.393 eV
- Lowest unoccupied orbital energy: 0.268 eV

=====

C5H9Cl | the ωB97M-V functional and the def2-TZVPD basis

```
15
Properties=species:S:1:pos:R:3:forces:R:3:mulliken_charge:R:1
C 1.1030 0.1216 0.8809 0.1 0.7 -2.5 -0.29
Cl -2.4342 1.0501 -2.7459 -0.1 0.0 0.2 -0.21
H -0.2890 1.8788 -0.5800 -0.7 0.1 -0.1 0.32
H -2.4379 -0.4184 -0.8687 -0.1 0.1 -0.2 0.24
H 1.5790 -2.1116 1.2886 0.5 2.6 -1.7 0.23
C -0.2281 -0.0609 0.1381 2.6 4.0 0.5 -0.55
H 0.8171 0.2883 1.8940 0.3 -0.2 1.1 0.29
C -2.2426 0.6422 -1.0125 2.3 0.1 -0.1 -0.43
H 1.8739 -1.5292 -0.4397 0.4 0.7 0.7 0.34
H 3.0263 -1.0109 1.0216 -1.9 -0.3 -1.4 0.29
C 1.9324 -1.1418 0.6022 1.5 -2.3 3.1 -1.05
H -2.8870 1.2129 -0.4187 -1.5 0.9 0.4 0.35
H 1.6646 1.1150 0.5461 -1.2 -2.1 0.5 0.26
C -0.8354 0.9416 -0.4722 -0.7 -1.1 -0.8 -0.18
H -0.6421 -0.9775 0.1663 -1.4 -3.1 0.3 0.40
```
Positions in Å, forces in eV/Å.

Summary:
- HOMO level: -9.7117 eV
- HOMO-LUMO gap: 10.820 eV
- Lowest unoccupied orbital energy: 1.108 eV
- ΔE to the lowest compared entry with this formula, charge and spin: 32.7 kcal per mole

=====

Let's list energy in order: -1178.79418 -2692.40901 -2764.77962 -656.04563 Ha.